Record 1
DFT (ωB97M-V with the def2-TZVPD basis set) results for a structure of composition C37H64N4O2V in a non-equilibrium geometry.

HOMO-LUMO gap (alpha / beta) in eV: 5.85 / 5.29
Spin multiplicity: 2
E_HOMO (alpha / beta) in hartree: -0.2021 / -0.1817

XYZ file:
```
108
C37H64N4O2V, DFT ωB97M-V with the def2-TZVPD basis set
V 1.92970 -0.52893 -0.14874
O 1.83170 -0.42053 -2.24884
O 1.75070 -0.52043 1.89206
N 1.97010 1.54837 -0.29764
N 2.23120 -2.65183 -0.23704
N 4.25190 -0.39003 -0.20064
N -0.22490 -1.06063 -0.16914
C 3.31000 1.81437 -0.81134
C 0.00210 -0.05283 3.49736
C 4.39590 1.05427 -0.06704
C -4.39700 0.12257 -3.65074
C -3.21030 3.43967 2.22816
C -0.23020 -2.52783 3.92256
C -0.06430 -3.52143 -0.36894
C -1.50550 -0.23173 -3.67304
C -1.88780 4.02747 4.27636
C -2.06080 0.81867 -2.95894
C 1.33160 -3.69623 0.22216
C 0.13670 1.19707 -2.02274
C 0.33270 -1.26203 -5.88134
C 0.31840 -1.20113 4.45756
C -3.67550 2.49827 -3.83124
C 0.99090 2.14407 -1.22194
C -3.52840 1.20827 -3.01254
C 1.83760 -1.32383 4.61826
C -0.26550 -0.96093 5.85896
C -4.04800 1.44217 -1.58354
C -0.42090 2.35447 2.16046
C -1.09730 0.75417 3.75486
C 1.79630 2.13487 1.03226
C 0.67190 0.01217 -2.61474
C 0.23920 -1.80853 -4.44864
C -0.80880 -2.33153 0.23556
C -2.50930 2.87547 3.47156
C 5.00610 -1.02273 0.87786
C 0.83910 0.25717 2.38046
C -3.57210 2.20007 4.34446
C 1.59480 -2.42133 -4.08984
C -1.18460 1.55527 -2.17354
C -0.80240 -2.94413 -4.40594
C 4.77050 -0.82823 -1.49184
C -0.18750 -0.65453 -3.54164
C -1.37270 1.93947 3.08396
C 0.65320 1.55897 1.82246
H -0.06710 -3.32023 4.64876
H 2.37190 -2.73313 -1.24264
H -4.70720 2.84377 -3.81284
H -1.34630 -1.07103 5.87616
H 3.12640 -2.76313 0.22666
H -0.64310 -4.42913 -0.18574
H 4.78010 -1.91713 -1.54164
H 0.02180 -3.37673 -1.44854
H -3.15340 1.88277 5.29646
H -5.12200 1.62187 -1.59794
H 3.31280 1.50657 -1.85724
H -1.37890 3.63167 5.15266
H -2.64750 4.73407 4.60376
H -4.37680 2.90387 4.55536
H -1.15620 4.56127 3.67576
H -1.76110 0.45177 4.54626
H -0.38300 -3.85833 -4.82044
H 5.38240 1.38907 -0.43874
H -1.68930 -2.70243 -4.98714
H 1.70870 -4.69883 -0.05114
H 2.29630 -1.47433 3.64516
H -4.27480 -0.82323 -3.12844
H 1.55060 -2.88143 -3.10664
H 0.52910 -2.06563 -6.58804
H -3.64190 2.63627 1.63516
H -0.59440 -0.77113 -6.16814
H -3.04010 3.28687 -3.43554
H 4.34450 1.29857 0.99636
H 5.08530 -2.09723 0.71536
H -0.48830 3.33917 1.71636
H -2.52050 3.99687 1.60136
H 1.13640 -0.53283 -5.95554
H -5.44350 0.41367 -3.59704
H 2.69620 1.93547 1.62106
H 0.14780 -1.69123 6.55276
H -1.53040 2.44477 -1.66614
H -0.63430 -0.31033 0.38456
H 1.51950 2.79767 -1.93114
H -0.77620 -2.40173 1.32176
H 5.79730 -0.46423 -1.65974
H 1.27640 -3.63593 1.31156
H -3.57560 2.30267 -1.11784
H -1.11650 -3.14573 -3.38314
H 0.31150 2.78587 -0.65264
H -3.99820 1.33497 3.83966
H 1.68370 3.22887 0.95396
H 4.49370 -0.85173 1.82426
H 0.28810 -2.79273 3.00426
H -3.85250 0.56787 -0.96384
H 2.07980 -2.16923 5.26146
H -4.14380 -0.01723 -4.69704
H -2.12880 -0.76913 -4.36404
H 6.03060 -0.62693 0.94096
H -1.29800 -2.44873 3.73096
H 4.11970 -0.46373 -2.28374
H 3.52860 2.89407 -0.76174
H -4.00940 4.11707 2.52386
H -1.86580 -2.38703 -0.07224
H 2.37490 -1.66673 -4.07794
H -0.47170 -0.89203 -1.14444
H -3.38950 2.31787 -4.86524
H 0.00110 0.03047 6.21926
H 2.23970 -0.41393 5.05876
H 1.85300 -3.18733 -4.82224
```

Atomic partial charges in e from the Mulliken method, atoms 1 to 8: V 0.99; O -0.36; O -0.93; N 2.05; N -0.34; N 0.72; N 0.02; C -1.13



Record 2
DFT (ωB97M-V with the def2-TZVPD basis set) results for a structure of composition C37H65N10SbSi2Zr.

HOMO-LUMO gap in eV: 5.96
E_HOMO in hartree: -0.4636
Total charge: +2

XYZ file:
```
116
C37H65N10SbSi2Zr, DFT ωB97M-V with the def2-TZVPD basis set
Sb 0.08590 3.51648 1.55141
Zr -0.26503 0.98096 -0.92256
Si 1.77810 -4.12411 2.47736
Si -0.39313 -5.25993 0.44655
N -3.15019 0.42813 2.79108
N -1.82702 2.46918 -1.80289
N 0.71416 2.74121 -1.65518
N -2.61747 -1.82217 2.10652
N -3.00302 2.14835 -2.10942
N 0.58377 -0.15004 -2.81557
N -1.11575 -0.63114 3.56119
N 1.73998 -0.07523 -0.10806
N -2.00904 0.03177 -1.79219
N -1.30380 0.07226 1.21076
C 0.58673 -3.99455 1.04752
C -0.01336 3.91626 -1.91230
C -4.41999 0.28843 -2.05315
C -1.93069 -1.28830 0.95870
C -1.35903 -5.13604 -1.13914
C 1.85029 -0.17069 -3.60965
C -1.40573 3.79837 -1.98081
C 1.65716 4.94684 1.44863
C -2.20312 0.28776 3.90384
C 0.53828 5.18431 -2.10101
C -3.69066 -0.89509 2.47100
C 1.03644 -5.02032 3.94425
C -2.21752 -1.38346 -2.19587
C 2.66885 3.06979 -3.08718
C 4.38195 2.89091 -0.91351
C -0.06199 3.44384 3.68467
C -1.54759 4.84769 1.21987
C -2.15722 -1.57974 -3.72572
C -1.68788 -1.93941 3.23061
C -3.15827 0.78275 -2.01175
C 2.64783 -1.19667 -0.53530
C 2.13353 2.85662 -1.81512
C 3.34522 -4.99753 1.94461
C -1.67415 6.10717 -2.49338
C -2.23971 4.86129 -2.30373
C 3.49148 -0.87927 -1.76219
C -0.41069 -0.13841 2.40352
C -0.29297 6.25885 -2.38181
C -0.64665 -6.91012 1.24164
C 2.85034 -1.18819 -3.10900
C -3.56839 -1.91666 -1.77492
C -2.44929 0.95367 1.64500
C 4.90247 3.07178 -2.18387
C 3.00517 2.79884 -0.73135
C -4.63621 -1.11048 -1.78003
C 4.03776 3.17503 -3.26913
C 2.25209 -2.41199 3.11439
H 0.14684 7.23666 -2.52891
H -1.70618 -7.10912 1.41210
H 2.27531 0.82844 -3.59060
H -3.13481 1.04684 0.79704
H 1.43804 -1.93979 3.67106
H 1.99456 3.16410 -3.93102
H 0.32466 -0.89432 2.12677
H -2.65145 -1.15740 0.16201
H 3.12223 -6.00498 1.58524
H 3.82615 0.16389 -1.72846
H 3.63430 -1.25116 -3.86557
H 0.09330 -4.57770 4.27435
H -5.23355 0.97510 -2.24009
H 3.31194 -1.40308 0.30401
H 2.33184 0.76110 -0.11007
H -2.84493 -0.88373 -4.20677
H 0.08275 0.80460 2.64234
H -4.22436 -1.28232 3.33821
H 2.60295 2.72335 0.27267
H 1.89170 5.20068 0.41815
H 2.38785 -2.18228 -3.08021
H 3.84288 -4.46862 1.12726
H 0.68628 -3.13868 0.37669
H -1.24466 -4.17727 -1.64411
H -2.47147 4.30596 1.02345
H 2.55053 4.55988 1.93681
H 5.04250 2.84466 -0.05715
H -2.29680 6.95879 -2.72784
H 3.09324 -2.51285 3.80421
H -2.73177 -0.09542 4.77554
H -2.05887 1.93897 1.89551
H -3.30634 4.70215 -2.38028
H -0.27956 -7.69619 0.57664
H -1.67451 5.46737 2.10666
H -1.03345 -5.92045 -1.82659
H -1.16502 -1.43836 -4.15219
H 0.85896 -6.07961 3.76290
H 5.97081 3.15511 -2.32912
H 4.43512 3.34284 -4.26162
H 2.58096 -1.73280 2.32070
H -1.13900 -1.98074 0.65857
H 4.39672 -1.48196 -1.67428
H 1.60922 5.32697 -2.05381
H 1.73811 -4.96242 4.78054
H 0.29998 4.39518 4.07264
H -5.63441 -1.47818 -1.58812
H -0.11658 -6.99266 2.18588
H -1.43929 -1.98799 -1.71763
H -1.10389 3.32609 3.97833
H -0.13075 0.25092 -3.42229
H -2.47840 -2.58953 -3.98399
H -2.41970 -5.31005 -0.94160
H 0.28220 -1.11881 -2.70890
H -1.31991 5.47962 0.36264
H -2.21948 -2.32850 4.09854
H 4.05854 -5.08851 2.76671
H 1.58756 -0.40346 -4.64347
H 1.55846 -0.23395 0.88280
H 2.04344 -2.09036 -0.68946
H -3.65551 -2.97828 -1.57763
H 0.52987 2.63779 4.11572
H -1.78669 1.26354 4.15036
H -4.39114 -0.80595 1.63802
H 1.31904 5.83746 1.97687
H -0.88832 -2.62956 2.95653
```

Atomic partial charges in e from the Mulliken method, atoms 1 to 8: Sb 0.30; Zr -0.04; Si 0.10; Si -0.02; N 0.13; N 1.10; N 1.65; N 0.48